The following is a quantum chemistry calculation of a molecular structure, C52H44N2O6P3Ru, from the OMol25 dataset.

Properties
**E_LUMO (alpha / beta)**: 0.50 / -1.49 eV
**Kohn-Sham gap (alpha / beta)**: 6.925 / 6.861 eV
**Net charge**: 0
**⟨S²⟩**: 8.80
**Spin multiplicity**: 6
**E_HOMO (alpha / beta)**: -6.421 / -8.354 eV

Positions of all 108 atoms, in Å:
Ru  0.69895  -0.72661  -0.41147
O  0.38376  -2.31808  1.35390
N  -0.70714  -3.00482  1.37318
N  -1.55093  -2.62026  0.29363
O  -1.02095  -2.09814  -0.74872
C  -2.90100  -2.78167  0.40832
C  -3.45076  -3.23853  1.62378
C  -4.82079  -3.31574  1.75339
C  -5.65634  -2.99345  0.68725
C  -5.10601  -2.57160  -0.52169
C  -3.74231  -2.45971  -0.67230
H  -2.78062  -3.50093  2.42728
H  -5.25102  -3.62523  2.69718
H  -6.72877  -3.08689  0.79414
H  -5.75570  -2.33228  -1.35344
H  -3.29013  -2.14810  -1.60279
O  -0.90389  -1.82834  -3.74794
C  0.15218  -1.98868  -3.16664
O  0.87133  -1.03344  -2.63668
C  0.79762  -3.34195  -3.02600
C  0.32915  -4.43220  -3.74392
C  0.96218  -5.65850  -3.62632
C  2.05742  -5.79665  -2.78515
C  2.53102  -4.71140  -2.06491
C  1.91194  -3.47033  -2.18695
P  2.55685  -1.98904  -1.34289
C  3.66197  -1.20865  -2.56340
C  4.59476  -0.26617  -2.13699
C  5.45738  0.32977  -3.04237
C  5.39597  -0.00910  -4.38573
C  4.47481  -0.95248  -4.81576
C  3.61240  -1.55210  -3.91104
C  3.77272  -2.72596  -0.16183
C  5.13592  -2.85008  -0.42977
C  5.97762  -3.46252  0.48765
C  5.47282  -3.96558  1.67675
C  4.11754  -3.85082  1.94891
C  3.27703  -3.22362  1.04209
H  -0.52578  -4.29793  -4.39324
H  0.60961  -6.50612  -4.19944
H  2.54820  -6.75661  -2.69033
H  3.39147  -4.82554  -1.42028
H  4.65564  -0.00861  -1.08789
H  6.18356  1.05480  -2.69790
H  6.06091  0.46149  -5.09814
H  4.42588  -1.23255  -5.86006
H  2.90242  -2.28828  -4.26121
H  5.54289  -2.48127  -1.36167
H  7.03365  -3.55110  0.26479
H  6.13672  -4.44710  2.38337
H  3.71000  -4.24830  2.86962
H  2.22662  -3.12253  1.27146
C  4.01940  1.33543  1.10104
O  3.05836  0.32006  0.75940
C  2.07760  0.68556  -0.09740
O  2.02649  1.77649  -0.60104
H  3.60004  2.00393  1.85408
H  4.27972  1.91604  0.21781
H  4.88350  0.81417  1.50268
C  -0.45186  2.32980  1.42645
P  -0.80513  0.59393  0.86253
C  -2.35742  0.69785  -0.07736
C  -2.26365  0.35827  -1.42946
C  -3.38264  0.37521  -2.24435
C  -4.60931  0.73540  -1.71324
C  -4.70539  1.10768  -0.37918
C  -3.58682  1.10498  0.43594
C  -1.10111  -0.11020  2.51781
C  0.04795  -0.30804  3.28823
C  -0.05257  -0.81164  4.57132
C  -1.30039  -1.12832  5.09538
C  -2.43533  -0.97379  4.31876
C  -2.33983  -0.47195  3.02671
P  -0.25873  3.69091  0.14329
C  -0.00202  5.10153  1.30727
C  -0.18639  6.37425  0.76050
C  -0.11780  7.50510  1.55320
C  0.15539  7.38652  2.91068
C  0.38619  6.13445  3.45400
C  0.31675  4.99751  2.65669
C  -2.02590  4.16026  -0.16929
C  -2.45062  4.24522  -1.49000
C  -3.72371  4.71166  -1.79396
C  -4.57955  5.10339  -0.77809
C  -4.16339  5.02417  0.54437
C  -2.89450  4.56179  0.84606
H  0.49866  2.24130  1.95828
H  -1.23418  2.61907  2.13127
H  -1.30756  0.08562  -1.86178
H  -3.28676  0.08205  -3.28192
H  -5.48989  0.74919  -2.34302
H  -5.66234  1.40838  0.02746
H  -3.67628  1.43870  1.46156
H  1.02064  -0.09573  2.85653
H  0.84047  -0.98007  5.15869
H  -1.38303  -1.51163  6.10408
H  -3.40371  -1.26286  4.70718
H  -3.22982  -0.39105  2.41857
H  -0.40854  6.46224  -0.29724
H  -0.28818  8.48161  1.11803
H  0.19186  8.26694  3.53892
H  0.60893  6.03398  4.50904
H  0.50417  4.03217  3.10889
H  -1.77556  3.94710  -2.28379
H  -4.04320  4.77094  -2.82689
H  -5.57202  5.46813  -1.01142
H  -4.82799  5.32947  1.34361
H  -2.57180  4.53637  1.88127